This record from the Open Molecules 2025 dataset describes a 2-piece molecular cluster, C2H9NO overall. The level of theory is the ωB97M-V functional and the def2-TZVPD basis.

Summary:
Frontier orbital gap (spin up / spin down) in Eh: 0.3487 / 0.1164
Total charge: +1
DFT total energy in eV: -5746.862
Spin multiplicity: 2
Energy relative to the best compared isomer or geometry (same formula, charge and spin) in kcal/mol: 32.7
LUMO energy (spin up / spin down) in Eh: -0.12018 / -0.35197

Geometry (Å):
C (-0.32, -1.91, -0.52)
N (-1.84, 3.15, 1.62)
H (-0.57, -2.72, -1.21)
H (-1.14, -1.18, -0.54)
H (-0.24, -2.28, 0.50)
H (-2.71, 2.96, 2.11)
H (-2.22, 3.80, 0.94)
H (-1.13, 3.58, 2.19)
C (1.73, -0.58, -0.45)
O (0.75, -1.29, -1.13)
H (2.70, -0.76, -0.93)
H (1.79, -0.94, 0.58)
H (1.58, 0.50, -0.58)